This record from the OMol25 dataset describes a molecular structure, C3H4N2O. The level of theory is wB97M-V/def2-TZVPD.

```
! wB97M-V def2-TZVPD RIJCOSX def2/J DEFGRID3
* xyz 0 1
N -0.55 0.69 -1.51
C -0.50 -0.01 -0.41
C -0.61 -0.89 0.52
C 0.80 -0.70 0.89
N 1.26 0.48 1.41
O 0.78 1.53 0.97
H -0.21 1.64 -1.50
H -1.06 0.37 -2.32
H -1.36 -1.56 0.92
H 1.46 -1.55 1.04
*
```

Properties
HOMO energy, eV: -8.21
E_tot, hartree: -301.2685
Relative energy (zero: lowest compared OMol25 entry of this formula, charge and spin), eV: 5.952

Löwdin atomic charge list, values in e, 5 entries: 0.152 -0.141 -0.068 -0.176 -0.098